1.
Formula: C61H53NO2P2Pd
Source: the Open Molecules 2025 dataset
Level of theory: ωB97M-V with the def2-TZVPD basis set

```
120
Properties=species:S:1:pos:R:3:mulliken_charge:R:1
Pd 0.937 0.864 -1.095 0.89
P 1.760 2.110 -2.793 1.61
P 1.358 1.647 1.017 1.08
O -0.889 -5.797 2.854 -0.43
O -0.428 -3.595 2.650 -0.68
N -2.580 -4.457 2.118 -0.25
C -0.120 0.241 -6.556 -0.48
C 2.289 4.218 1.752 -0.13
C 4.121 -0.787 2.795 -0.68
C 4.235 5.235 0.719 -0.82
C 4.300 2.983 -3.512 -0.42
C -1.151 2.865 1.037 -0.49
C 3.338 -1.796 3.358 -1.06
C 5.675 2.839 -3.700 -0.65
C -0.171 2.216 1.807 0.70
C -1.267 -4.503 2.529 0.17
C -6.459 -6.217 3.526 -0.40
C 1.850 -2.426 -3.569 -0.68
C -3.974 -5.779 3.829 -1.01
C 1.842 -2.047 -0.776 -0.06
C -0.914 0.866 -5.585 -0.75
C 1.285 4.550 -4.128 -0.63
C 1.949 -1.710 3.257 -0.37
C 5.581 0.633 -2.686 -0.52
C -8.012 -4.383 3.214 -0.40
C -2.447 3.314 3.033 -0.57
C -5.660 -3.927 3.587 -0.20
C 1.083 1.421 -4.315 0.78
C 1.340 -0.606 2.662 -0.24
C 1.410 3.887 -2.896 -0.31
C -3.115 -1.246 0.638 0.63
C -1.720 -1.453 -1.379 -0.77
C 1.306 4.636 -1.715 -0.09
C -0.447 -1.068 -0.845 2.22
C 1.059 6.683 -2.987 -0.67
C 3.547 1.941 -2.948 0.45
C -4.190 -0.339 0.811 -0.67
C -1.963 -6.656 2.485 -0.65
C -2.297 -1.496 1.756 0.79
C -5.402 -5.303 3.648 0.38
C -2.853 -1.798 -0.664 -1.85
C 0.779 -1.777 -2.978 -0.21
C 3.136 5.314 1.580 -0.74
C -0.316 1.457 -4.469 -0.43
C 6.320 1.665 -3.282 -0.64
C 0.781 -1.533 -1.566 0.98
C 1.870 0.787 -5.283 -0.51
C 4.508 4.041 0.047 -1.09
C -3.616 0.019 3.142 -0.66
C -0.345 2.117 3.198 -0.36
C -7.766 -5.760 3.320 -0.51
C 1.135 6.020 -1.755 -1.05
C -2.273 3.421 1.650 -0.73
C 2.127 0.396 2.070 1.36
C -6.968 -3.465 3.396 -0.52
C -1.480 2.661 3.796 -0.82
C 3.530 0.299 2.150 -1.14
C 4.196 0.762 -2.535 -0.31
C -2.550 -0.879 2.980 -1.30
C 2.543 3.028 1.049 0.29
C 3.694 2.931 0.245 -0.18
C 2.885 -2.730 -1.390 -0.89
C 1.123 5.940 -4.173 -0.60
C -4.430 0.293 2.031 -0.62
C -3.189 -5.735 2.475 0.14
C 1.272 0.188 -6.395 -0.66
C 2.876 -2.933 -2.771 -0.54
H 6.240 3.646 -4.173 0.39
H 1.894 -0.311 -7.144 0.43
H -4.792 -0.088 -0.062 0.44
H -3.665 -2.305 -1.220 0.45
H 2.955 0.775 -5.167 0.38
H -0.035 -1.385 -3.587 -0.02
H 1.078 6.591 -0.822 0.46
H -0.400 -0.942 0.251 -1.26
H -4.005 -6.837 4.120 0.40
H -2.003 0.904 -5.708 0.42
H -3.891 -6.124 1.708 0.35
H -0.926 1.937 -3.705 0.45
H -3.400 -5.176 4.549 0.30
H -9.029 -4.036 3.017 0.34
H 2.941 6.240 2.122 0.44
H -3.837 0.513 4.102 0.46
H 1.787 -1.864 0.295 0.38
H 3.925 1.981 -0.246 0.51
H 1.317 -2.517 3.617 0.54
H 1.053 6.446 -5.137 0.41
H -2.065 -7.486 3.191 0.37
H -3.321 3.755 3.516 0.38
H 7.401 1.561 -3.424 0.34
H 3.799 3.899 -3.818 0.36
H 0.957 7.773 -3.023 0.38
H 3.616 -0.050 -2.088 -0.10
H -1.008 2.950 -0.043 0.33
H 1.893 -2.511 -4.661 0.41
H 4.154 1.073 1.711 0.44
H 1.432 4.267 2.428 0.37
H -8.592 -6.468 3.254 0.36
H 3.733 -3.055 -0.784 0.47
H -1.767 -1.461 -2.474 0.33
H 3.810 -2.647 3.854 0.39
H -5.259 0.998 2.127 0.46
H -7.156 -2.388 3.400 0.37
H -0.585 -0.186 -7.449 0.37
H -1.509 -2.243 1.676 1.23
H -2.996 3.972 1.050 0.40
H 0.251 -0.535 2.637 -0.16
H 5.362 3.950 -0.624 0.41
H -1.599 2.602 4.879 0.43
H 5.206 -0.856 2.832 0.44
H 3.690 -3.510 -3.245 0.37
H 1.385 4.119 -0.755 0.53
H 1.334 3.969 -5.048 0.45
H -1.953 -1.157 3.834 0.45
H 6.084 -0.282 -2.345 0.45
H -4.814 -3.243 3.686 0.29
H -1.787 -6.999 1.451 0.25
H -6.265 -7.287 3.591 0.30
H 4.892 6.094 0.578 0.41
H 0.422 1.643 3.808 0.46
```

LUMO energy	-0.08253	Eh
frontier orbital gap	3.9	eV
HOMO	-6.16	eV
energy relative to the best compared isomer or geometry (same formula, charge and spin)	24.5	kcal per mole

=====

2.
Formula: C9H11N2S
Source: the Open Molecules 2025 dataset
Level of theory: ωB97M-V with the def2-TZVPD basis set

```
23
Properties=species:S:1:pos:R:3:mulliken_charge:R:1
S -3.012 -0.165 -0.926 -0.10
N -1.481 1.274 0.643 -0.14
N -1.419 -2.294 -0.241 -0.35
C 0.585 -0.142 0.277 1.14
C 0.744 0.267 -1.026 -0.50
C 3.181 -0.192 -0.819 -0.51
C -2.945 1.093 0.363 -0.48
C -1.747 -1.142 -0.150 0.38
C 2.057 0.147 -1.642 -0.56
C -0.761 -0.036 0.850 -0.98
C 1.663 -0.389 1.099 -0.76
C 2.928 -0.386 0.479 -0.23
H 2.198 0.400 -2.790 0.27
H -0.086 0.478 -1.686 0.36
H 4.281 -0.401 -1.269 0.27
H -1.464 1.925 1.457 0.39
H 1.645 -0.709 2.150 0.34
H -3.488 0.855 1.376 0.34
H 3.744 -0.648 1.180 0.31
H -0.984 1.616 -0.251 0.48
H -1.507 -3.155 -0.749 0.27
H -3.360 2.016 -0.113 0.39
H -0.773 -0.410 1.786 0.66
```

LUMO energy	-0.11817	Eh
frontier orbital gap	9.4	eV
HOMO	-12.63	eV
energy relative to the best compared isomer or geometry (same formula, charge and spin)	48.2	kcal per mole
SMILES string	[H]/N=C1\SC[NH2+][C@@H]1c1ccccc1
net charge	+1

=====

3.
Formula: C45H29CaCl3F5NO3S
Source: the Open Molecules 2025 dataset
Level of theory: ωB97M-V with the def2-TZVPD basis set

```
88
Properties=species:S:1:pos:R:3:mulliken_charge:R:1
Ca 1.420 0.209 0.298 1.91
Cl 4.023 -1.671 -2.449 -0.21
Cl 5.504 1.133 1.927 -0.25
Cl 9.251 -1.141 -1.220 -0.28
S -2.603 -2.443 -0.975 -0.74
F -1.316 -7.163 0.631 -0.41
F 1.479 -2.729 1.489 -0.44
F -2.385 -5.459 -1.267 -0.36
F -1.445 -6.161 3.273 -0.34
F -1.411 -3.489 3.637 -0.38
O 3.609 -0.071 0.002 -0.47
O 0.506 1.029 -1.470 -0.73
O 0.654 0.809 2.231 -1.29
N -0.979 -0.798 0.415 0.09
C -0.967 -1.589 1.408 -0.44
C -0.566 0.976 4.285 -0.54
C 5.257 -1.058 -1.390 0.84
C -0.853 4.726 -2.584 -0.82
C -0.996 0.231 -4.766 -0.32
C -1.621 -5.851 0.919 -0.25
C -3.037 3.827 -2.973 -0.94
C -1.689 0.883 5.104 0.13
C -1.190 2.331 -2.520 -0.60
C -1.844 -3.590 0.080 -0.62
C 0.614 1.456 4.840 -0.57
C 7.237 -0.065 0.253 -0.84
C 5.907 0.182 0.531 0.67
C -1.168 -4.004 2.389 -1.14
C -3.657 2.800 0.710 -0.57
C 0.044 -1.929 -1.461 -0.16
C -0.563 0.552 2.794 2.76
C -2.535 2.542 -2.806 0.24
C -1.184 -1.244 -0.956 1.44
C 0.674 1.833 6.176 -0.78
C -0.450 1.734 6.985 -0.44
C -0.924 -3.101 1.197 1.41
C -3.998 1.648 1.408 -1.20
C -2.200 4.927 -2.864 -0.52
C -0.359 3.443 -2.411 -0.44
C 4.831 -0.299 -0.263 -1.45
C -1.695 1.341 2.094 0.16
C 6.579 -1.320 -1.688 -0.78
C -1.371 2.503 1.403 0.08
C -1.634 1.255 6.440 -1.02
C -1.363 -5.325 2.197 0.61
C -1.661 -0.024 -1.758 -2.65
C -2.336 3.224 0.713 -0.75
C 0.507 -3.323 0.631 0.17
C 1.714 -0.074 -5.220 -0.75
C -0.560 0.933 -2.310 3.90
C -1.922 -4.948 -0.094 0.88
C 7.567 -0.819 -0.858 0.51
C -0.840 -0.975 2.780 -1.77
C 0.818 -0.323 -6.249 -0.53
C 1.254 0.324 -3.971 -0.39
C -0.106 0.474 -3.723 -0.75
C -3.027 0.931 2.092 0.32
C -0.542 -0.165 -6.016 -0.83
C 0.764 -2.808 -0.756 -1.47
H 1.476 1.520 4.189 0.38
H -0.406 2.025 8.028 0.36
H -5.020 1.286 1.395 0.35
H -4.407 3.347 0.150 0.37
H -2.594 5.929 -2.986 0.34
H -2.521 1.171 7.057 0.38
H 0.679 3.269 -2.158 0.30
H -2.061 0.360 -4.615 0.30
H 1.606 2.204 6.588 0.39
H 1.938 0.506 -3.153 0.50
H -3.219 1.705 -2.867 0.32
H 0.697 -4.396 0.664 0.73
H 8.006 0.329 0.903 0.42
H -0.333 2.806 1.376 0.35
H -4.093 3.967 -3.176 0.40
H -0.188 5.576 -2.486 0.38
H 6.832 -1.906 -2.560 0.42
H -3.315 0.007 2.578 0.32
H 1.661 -3.208 -1.216 0.49
H -2.286 0.544 -1.064 -0.23
H -1.256 -0.356 -6.809 0.40
H 1.171 -0.641 -7.223 0.37
H 0.359 -1.699 -2.472 0.41
H -2.048 4.100 0.142 0.39
H -1.733 -1.243 3.347 0.50
H -0.008 -1.449 3.306 0.85
H 2.779 -0.200 -5.380 0.42
H -2.627 0.524 4.698 0.29
H -2.305 -0.374 -2.569 1.16
```

LUMO energy	0.14014	Eh
frontier orbital gap	5.3	eV
HOMO	-1.48	eV
net charge	-2